one:
The following is a DFT calculation (ωB97M-V/def2-TZVPD) of 4 unconnected molecules or ions with the total composition C17H45N3O5.

The geometry in XYZ format:
```
70
Properties=species:S:1:pos:R:3:nbo_charge:R:1
C -6.41272 -0.19271 -2.52007 -0.25
O -5.94327 1.10680 -2.79230 -0.55
C -4.88121 1.12296 -3.71952 -0.07
C -4.16859 2.46804 -3.67458 -0.08
C -3.19094 2.62442 -4.79205 -0.62
N -3.48226 2.60242 -2.35681 -0.85
H -5.76768 -0.90742 -2.00148 0.17
H -6.77131 -0.65042 -3.44869 0.17
H -7.25602 -0.03773 -1.84371 0.19
H -4.16851 0.30789 -3.52480 0.18
H -5.25991 0.92860 -4.73571 0.17
H -4.97070 3.21754 -3.69035 0.18
H -2.52171 1.76844 -4.90476 0.21
H -2.60531 3.53319 -4.61733 0.21
H -3.60671 2.78808 -5.79018 0.22
H -4.24872 2.55705 -1.68568 0.37
H -3.12327 3.55183 -2.30239 0.35
C -3.15211 -0.61494 -0.55758 -0.25
O -2.08241 -0.80687 -1.49765 -0.55
C -1.18060 0.25914 -1.49116 -0.08
C -0.56196 0.37602 -2.90416 -0.06
C 0.68678 -0.50001 -2.96632 -0.62
N -0.11005 1.77459 -3.09319 -0.86
H -3.92021 -1.29903 -0.89674 0.19
H -3.51273 0.41076 -0.67435 0.17
H -2.71893 -0.76195 0.43020 0.18
H -1.71702 1.21273 -1.36843 0.19
H -0.37756 0.24438 -0.74991 0.17
H -1.28894 0.07281 -3.65911 0.17
H 0.99398 -0.57404 -4.01446 0.20
H 0.47626 -1.49435 -2.55578 0.21
H 1.54573 -0.17082 -2.38089 0.21
H 0.26549 1.98193 -4.00898 0.36
H -0.95510 2.33691 -2.97872 0.36
C 2.21229 2.46766 -0.30203 -0.26
O 3.45413 1.84563 -0.00481 -0.53
C 3.43404 0.85959 0.97343 -0.07
C 3.13702 1.36784 2.38707 -0.25
N 3.05490 0.28008 3.37532 -0.64
C 4.25252 -0.56084 3.36366 -0.24
C 4.11203 -1.54167 4.51211 -0.06
O 5.31078 -2.18739 4.80180 -0.54
C 5.35203 -2.99603 5.95726 -0.24
H 1.48027 1.76649 -0.70519 0.18
H 2.46472 3.16194 -1.10079 0.20
H 1.85447 3.03675 0.55709 0.16
H 4.38862 0.32563 0.93255 0.18
H 2.76109 0.03234 0.68168 0.16
H 2.16588 1.85654 2.30100 0.20
H 3.93871 2.04086 2.70911 0.18
H 2.99649 0.66556 4.31051 0.36
H 5.20068 -0.00508 3.37523 0.18
H 4.35105 -1.16053 2.45212 0.19
H 3.24249 -2.19582 4.39508 0.19
H 3.82212 -0.90992 5.37860 0.13
H 4.64736 -2.58053 6.68440 0.17
H 6.38276 -2.95389 6.30746 0.19
H 5.12591 -4.05312 5.78808 0.17
C 0.44407 -3.66159 1.93304 -0.62
C 0.98937 -2.27800 2.26846 0.10
C 0.16414 -1.23678 1.49825 -0.63
O 0.90002 -2.12342 3.67845 -0.74
H -0.43287 -3.93730 2.51461 0.22
H 1.18314 -4.45890 2.05939 0.21
H 0.21007 -3.70961 0.86677 0.21
H 2.03616 -2.18837 1.95640 0.15
H 0.37407 -1.39500 0.44091 0.21
H 0.48805 -0.21914 1.74518 0.20
H -0.88446 -1.28634 1.78988 0.21
H 1.37414 -1.30391 3.88553 0.48
```

## Properties
structure (SMILES)	COC[C@H](C)N.COC[C@H](C)N.COCCNCCOC.CC(C)O
gap between HOMO and LUMO	10.0	eV
total charge	0


two:
The following is a DFT calculation (ωB97M-V/def2-TZVPD) of 5 unconnected molecules or ions with the total composition C17H45N3O5.

The geometry in XYZ format:
```
70
Properties=species:S:1:pos:R:3:nbo_charge:R:1
O -3.85392 -4.31842 -3.82247 -0.75
H -4.72046 -4.67357 -3.61134 0.55
H -3.97677 -3.84290 -4.64733 0.55
H -3.64445 -3.63899 -3.17743 0.57
O -3.10124 -0.55661 -1.26433 -1.31
H -2.55453 0.09453 -0.78303 0.40
C -1.74499 5.73790 -2.56616 -0.65
C -2.98989 5.90946 -3.42460 -0.07
C -2.93404 7.23688 -4.22919 -0.07
O -3.01590 8.34988 -3.34003 -0.55
C -3.12118 9.62720 -4.01260 -0.26
N -3.16799 4.76894 -4.31691 -0.80
H -1.65181 6.59268 -1.89625 0.22
H -0.75796 5.76565 -3.02778 0.20
H -1.80801 4.80855 -2.00010 0.21
H -3.82999 5.97953 -2.73365 0.19
H -3.82131 7.20746 -4.86164 0.18
H -1.97581 7.28555 -4.74642 0.16
H -2.14061 9.63587 -4.48852 0.17
H -3.20480 10.37591 -3.22486 0.19
H -3.93986 9.88705 -4.68368 0.17
H -3.07075 4.07738 -3.58726 0.36
H -2.28033 4.72962 -4.79715 0.34
C -4.72994 1.09330 5.72728 -0.61
C -3.88094 0.92305 4.52329 -0.08
C -2.38817 0.56928 4.78284 -0.07
O -1.81007 1.57582 5.62062 -0.55
C -0.52487 1.20521 6.09235 -0.25
N -4.42815 -0.16961 3.74361 -0.84
H -5.77182 1.37854 5.58161 0.22
H -4.29525 1.73900 6.49032 0.22
H -4.85564 0.16751 6.28872 0.19
H -3.88202 1.92099 4.08485 0.20
H -1.87087 0.27064 3.87108 0.18
H -2.34329 -0.25508 5.49454 0.15
H 0.07315 0.66805 5.35619 0.17
H -0.57911 0.45302 6.87936 0.16
H -0.03080 2.09453 6.48364 0.19
H -4.30506 -1.12177 4.05719 0.36
H -3.91383 -0.12282 2.87564 0.36
C 4.11039 -1.09658 -0.32923 -0.62
C 4.44900 -2.58722 -0.53052 0.12
C 5.24425 -2.96903 0.72105 -0.40
C 5.31661 -4.50180 1.00177 -0.40
C 3.91378 -5.07456 0.99103 -0.40
C 3.10323 -4.79828 -0.25598 0.13
N 3.16026 -3.33313 -0.53373 -0.20
O 2.28831 -2.99385 -1.60028 -0.60
C 3.48059 -5.73496 -1.43593 -0.64
C 1.65376 -5.17274 0.21769 -0.62
C 5.30285 -2.71211 -1.81220 -0.64
H 3.57251 -1.03111 0.61656 0.21
H 3.34007 -0.78839 -1.03613 0.22
H 4.92379 -0.38650 -0.17996 0.22
H 6.28096 -2.70255 0.51529 0.21
H 4.99249 -2.40543 1.61942 0.21
H 5.83358 -4.71012 1.93849 0.21
H 5.96516 -4.88795 0.21541 0.19
H 3.35609 -4.71248 1.85473 0.21
H 3.98397 -6.15886 1.07741 0.21
H 2.99713 -6.69488 -1.25448 0.21
H 3.15189 -5.35637 -2.40378 0.23
H 4.55374 -5.90711 -1.51842 0.21
H 1.06544 -5.47619 -0.64828 0.20
H 1.54651 -6.07613 0.81809 0.21
H 1.22622 -4.39045 0.84484 0.22
H 5.72730 -3.70829 -1.93696 0.20
H 6.11546 -1.98591 -1.83202 0.21
H 4.64922 -2.50502 -2.65954 0.22
H 1.53871 -2.57125 -1.17474 0.48
```

## Properties
gap between HOMO and LUMO	3.4	eV
total charge	0


Which one sits at the bottom of the stability order? two does.


one:
The following is a DFT calculation (ωB97M-V/def2-TZVPD) of a gas-phase ion, C3H2FO3 (charge -1).

The geometry in XYZ format:
```
9
Properties=species:S:1:pos:R:3:nbo_charge:R:1
O 1.08761 1.74812 0.33995 -0.73
C 1.38264 0.64016 -0.05387 0.86
O 2.40738 0.13140 -0.38172 -0.72
C 0.06009 -0.53634 0.03609 -0.73
C -1.38220 -0.13918 -0.08447 0.87
O -2.04565 0.19950 -1.00489 -0.59
F -1.96819 0.05502 1.15784 -0.40
H 0.38947 -1.03289 0.88273 0.22
H 0.06885 -1.06579 -0.89165 0.22
```

## Properties
structure (SMILES)	O=C([O-])CC(=O)F
gap between HOMO and LUMO	8.7	eV
total charge	-1


two:
The following is a DFT calculation (ωB97M-V/def2-TZVPD) of a gas-phase ion, C3H2FO3 (charge -1).

The geometry in XYZ format:
```
9
Properties=species:S:1:pos:R:3:nbo_charge:R:1
O 0.47346 2.38017 1.02079 -0.76
C 0.41044 1.86633 -0.08406 0.78
O 0.98827 2.12745 -1.12369 -0.76
C -0.30952 0.42533 -0.20237 -0.66
C -1.91622 0.42087 -0.06404 0.88
O -2.74784 0.40076 -0.93107 -0.59
F -2.27931 0.25440 1.23283 -0.37
H 0.01521 -0.20335 0.79746 0.23
H -0.11554 0.09422 -1.26652 0.24
```

## Properties
structure (SMILES)	O=C([O-])CC(=O)F
gap between HOMO and LUMO	8.5	eV
total charge	-1


Which one sits at the bottom of the stability order? two does.


one:
The following is a DFT calculation (ωB97M-V/def2-TZVPD) of 3 unconnected molecules or ions with the total composition C6H12Cl6.

The geometry in XYZ format:
```
24
Properties=species:S:1:pos:R:3:nbo_charge:R:1
Cl 0.27117 -2.56235 1.09367 -0.03
C 0.36017 -2.67705 2.84728 -0.41
C -0.97149 -2.82931 3.53958 -0.39
Cl -2.23550 -1.75007 2.90837 -0.06
H 0.87912 -1.80009 3.22781 0.22
H 0.98398 -3.53763 3.08490 0.23
H -0.83334 -2.54195 4.58249 0.23
H -1.34649 -3.84715 3.52412 0.22
Cl -0.05301 0.29573 -0.92063 -0.06
C -1.60323 0.50012 -0.12454 -0.41
C -1.50740 1.25552 1.16760 -0.37
Cl -0.74358 2.87479 0.94924 -0.08
H -1.96191 -0.51200 0.06344 0.24
H -2.31021 0.98639 -0.79239 0.22
H -0.89892 0.75393 1.90954 0.22
H -2.51186 1.46140 1.52401 0.23
Cl 2.93062 3.52709 -3.63448 -0.05
C 1.85320 2.26366 -3.01642 -0.40
C 1.75727 1.07843 -3.94872 -0.39
Cl 0.96467 1.47458 -5.49249 -0.06
H 0.87007 2.69397 -2.82313 0.23
H 2.18739 1.94484 -2.02772 0.23
H 1.17874 0.28427 -3.47971 0.23
H 2.74056 0.66288 -4.16184 0.22
```

## Properties
structure (SMILES)	ClCCCl.ClCCCl.ClCCCl
gap between HOMO and LUMO	11.0	eV
total charge	0


two:
The following is a DFT calculation (ωB97M-V/def2-TZVPD) of 3 unconnected molecules or ions with the total composition C6H12Cl6.

The geometry in XYZ format:
```
24
Properties=species:S:1:pos:R:3:nbo_charge:R:1
Cl -1.42580 2.36246 0.45601 -0.07
C -0.77202 4.01832 0.49183 -0.39
C 0.01639 4.34677 -0.74902 -0.39
Cl 1.56312 3.48216 -0.78185 -0.06
H -0.13238 4.10008 1.36767 0.23
H -1.61044 4.70268 0.59569 0.23
H 0.22108 5.41648 -0.77672 0.23
H -0.53393 4.10068 -1.65464 0.23
Cl -3.02243 -3.98572 0.50845 -0.06
C -1.47019 -3.31199 -0.03490 -0.39
C -0.29020 -3.97558 0.61473 -0.39
Cl -0.14426 -5.67696 0.07485 -0.07
H -1.49032 -2.24511 0.18090 0.21
H -1.38982 -3.42639 -1.11417 0.23
H -0.37707 -3.98007 1.69730 0.22
H 0.62131 -3.48554 0.28384 0.24
Cl 1.14672 -1.64595 -1.75905 -0.07
C 1.19858 -0.08938 -0.87739 -0.38
C 1.26081 -0.28834 0.62297 -0.40
Cl 2.68718 -1.19561 1.14785 -0.05
H 0.25749 0.40642 -1.10285 0.23
H 2.02288 0.49923 -1.26242 0.23
H 0.37471 -0.81660 0.96827 0.21
H 1.28858 0.68795 1.10267 0.23
```

## Properties
structure (SMILES)	ClCCCl.ClCCCl.ClCCCl
gap between HOMO and LUMO	11.0	eV
total charge	0


Which one sits at the bottom of the stability order? one does.